No. 1
The following is a quantum chemistry calculation of C13H17NO4S in the gas phase, from the Open Molecules 2025 dataset.

relative energy (zero: lowest compared OMol25 entry of this formula, charge and spin)	6.03	kJ/mol
SMILES	CSCC[C@@H](NC(=O)OCc1ccccc1)C(=O)O
HOMO-LUMO gap	0.3274	Ha
electronic energy	-34273.5494	eV
multiplicity	1
net charge	0
maximum force	0.7	eV Å⁻¹
E_HOMO	-0.305	hartree

Element x y z (Å)
C: -1.85 -3.23 0.44
S: -2.73 -2.12 -0.69
C: -3.48 -0.99 0.54
C: -3.64 0.42 -0.01
C: -2.33 1.24 0.11
N: -1.25 0.69 -0.67
C: -0.29 -0.09 -0.13
O: -0.24 -0.41 1.04
O: 0.60 -0.45 -1.07
C: 1.70 -1.26 -0.64
C: 2.90 -0.41 -0.32
C: 2.98 0.24 0.91
C: 4.07 1.05 1.20
C: 5.08 1.22 0.27
C: 5.00 0.58 -0.95
C: 3.92 -0.23 -1.25
C: -2.60 2.66 -0.36
O: -2.19 3.13 -1.38
O: -3.39 3.32 0.48
H: -1.15 -2.65 1.03
H: -1.31 -3.95 -0.18
H: -2.56 -3.75 1.07
H: -2.83 -1.00 1.41
H: -4.45 -1.41 0.80
H: -3.95 0.37 -1.05
H: -4.41 0.94 0.56
H: -2.02 1.25 1.16
H: -1.20 0.92 -1.65
H: 1.91 -1.93 -1.48
H: 1.39 -1.84 0.24
H: 2.19 0.10 1.63
H: 4.12 1.54 2.16
H: 5.92 1.85 0.50
H: 5.79 0.71 -1.68
H: 3.85 -0.72 -2.21
H: -3.57 4.21 0.16

Results of the Mulliken charge analysis, in e, for atoms 1 through 8: atom 1 (C): -0.75, atom 2 (S): -0.13, atom 3 (C): -0.61, atom 4 (C): -1.09, atom 5 (C): 0.34, atom 6 (N): -0.10, atom 7 (C): 0.61, atom 8 (O): -0.66

No. 2
The following is a quantum chemistry calculation of C3H4N2OS2 in the gas phase, from the Open Molecules 2025 dataset.

relative energy (zero: lowest compared OMol25 entry of this formula, charge and spin)	88.33	kJ/mol
SMILES	Oc1[nH]c(=S)[nH]c1S
HOMO-LUMO gap	0.2926	Ha
electronic energy	-29873.2282	eV
multiplicity	1
net charge	0
maximum force	4.6	eV Å⁻¹
E_HOMO	-0.288	hartree

Element x y z (Å)
O: -1.35 2.13 -0.10
C: -0.64 0.98 0.07
N: 0.76 1.23 0.18
C: 1.38 0.03 0.03
S: 2.97 -0.48 -0.08
N: 0.34 -0.88 0.03
C: -0.98 -0.29 0.06
S: -2.52 -1.03 -0.11
H: -2.21 1.74 -0.09
H: 1.29 2.03 0.06
H: 0.72 -1.84 0.19
H: -2.39 -1.68 1.19

Results of the Mulliken charge analysis, in e, for atoms 1 through 8: atom 1 (O): -0.48, atom 2 (C): 0.74, atom 3 (N): -0.05, atom 4 (C): -0.08, atom 5 (S): -0.40, atom 6 (N): -0.12, atom 7 (C): -0.27, atom 8 (S): -0.29

No. 3
The following is a quantum chemistry calculation of 5 unconnected molecules or ions with the total composition C12H36N2O7, from the Open Molecules 2025 dataset.

relative energy (zero: lowest compared OMol25 entry of this formula, charge and spin)	205.88	kJ/mol
SMILES	COCCNCCOC.COCCNCCOC.O.O.O
HOMO-LUMO gap	0.3064	Ha
electronic energy	-30335.8989	eV
multiplicity	1
net charge	0
maximum force	2.6	eV Å⁻¹
E_HOMO	-0.305	hartree

Element x y z (Å)
C: -16.74 -14.77 -6.59
O: -17.13 -15.57 -5.52
C: -16.37 -15.34 -4.31
C: -16.61 -16.44 -3.39
N: -16.33 -17.72 -4.02
C: -17.11 -18.79 -3.43
C: -16.45 -20.14 -3.79
O: -15.40 -20.33 -2.93
C: -14.52 -21.35 -3.19
H: -16.86 -13.71 -6.37
H: -17.38 -14.93 -7.46
H: -15.72 -15.11 -6.76
H: -16.68 -14.36 -3.94
H: -15.33 -15.48 -4.62
H: -17.62 -16.41 -2.99
H: -15.97 -16.25 -2.53
H: -16.38 -17.56 -5.02
H: -18.07 -18.66 -3.93
H: -17.39 -18.67 -2.39
H: -15.92 -20.15 -4.74
H: -17.12 -20.99 -3.87
H: -14.88 -22.25 -2.68
H: -13.56 -21.10 -2.75
H: -14.35 -21.52 -4.25
C: -11.48 -20.14 -7.49
O: -12.28 -18.96 -7.31
C: -12.95 -18.56 -8.56
C: -13.78 -17.23 -8.32
N: -14.08 -16.71 -9.66
C: -15.33 -15.89 -9.67
C: -15.77 -15.63 -11.10
O: -16.47 -14.39 -11.15
C: -16.75 -14.03 -12.52
H: -11.92 -20.85 -8.19
H: -11.25 -20.55 -6.51
H: -10.57 -19.73 -7.92
H: -13.56 -19.40 -8.89
H: -12.14 -18.35 -9.26
H: -13.13 -16.48 -7.87
H: -14.64 -17.41 -7.68
H: -13.99 -17.50 -10.29
H: -15.26 -15.02 -9.02
H: -16.17 -16.46 -9.27
H: -16.42 -16.43 -11.47
H: -14.83 -15.59 -11.64
H: -17.28 -14.71 -13.17
H: -15.84 -13.83 -13.09
H: -17.30 -13.09 -12.55
O: -11.72 -22.82 -6.14
H: -12.15 -22.29 -5.47
H: -11.90 -23.73 -5.88
O: -13.67 -25.91 -6.04
H: -12.98 -26.58 -6.00
H: -13.46 -25.30 -5.33
O: -12.27 -24.55 -3.94
H: -12.17 -23.83 -3.31
H: -11.94 -25.32 -3.48

Results of the Mulliken charge analysis, in e, for atoms 1 through 8: atom 1 (C): -0.56, atom 2 (O): -0.39, atom 3 (C): -0.62, atom 4 (C): -0.68, atom 5 (N): -0.14, atom 6 (C): -0.83, atom 7 (C): -0.41, atom 8 (O): -0.35